(1)
{"formula": "CHN2OP", "method": "the ωB97M-V functional and the def2-TZVPD basis", "elements": ["C", "N", "N", "O", "P", "H"], "coordinates": [[-1.5128, -0.2339, 1.0769], [1.7940, -0.2980, 0.0454], [1.6181, 0.1202, -0.9672], [1.5464, 0.6639, -1.9945], [-2.2650, 0.5099, -0.0587], [-1.1807, -0.7621, 1.8981]], "largest_force_ha_per_bohr": 0.0664, "e_above_lowest_ev": 1.670, "gap_ev": 10.71}

(2)
{"formula": "CHN2OS", "method": "the ωB97M-V functional and the def2-TZVPD basis", "elements": ["C", "N", "N", "O", "S", "H"], "coordinates": [[-0.8917, -0.4692, 0.2556], [-1.3407, -1.5434, 0.0696], [-0.6479, 0.7554, 0.0972], [-0.9171, 1.7052, 0.9536], [1.8002, 0.4577, -0.7102], [1.9972, -0.9057, -0.6657]], "largest_force_ha_per_bohr": 0.1188, "e_above_lowest_ev": 2.604, "charge": -1, "gap_ev": [6.58, 7.79]}